1.
Molecular formula: C2H10O2S2
Method: DFT, ωB97M-V/def2-TZVPD

**HOMO level**: -8.5 eV
**Structure (SMILES)**: CCSS.O.O
**Total energy**: -28001.3284 eV
**Gap between HOMO and LUMO**: 0.32212 hartree
**ΔE to the lowest compared entry with this formula, charge and spin**: 0.7908 eV

Geometry as XYZ:
```
16
C2H10O2S2 (ωB97M-V/def2-TZVPD)
C -1.94 -1.24 -0.65
C -0.83 -0.19 -0.68
S 0.83 -0.80 -1.18
S 1.06 -2.63 -0.28
H -2.81 -0.85 -1.18
H -2.20 -1.46 0.38
H -1.58 -2.18 -1.07
H -0.56 0.26 0.27
H -1.02 0.67 -1.33
H 0.88 -2.30 1.01
O -1.13 5.02 1.67
H -0.34 4.83 2.21
H -1.82 5.10 2.34
O 0.50 1.79 1.53
H 1.13 1.92 0.82
H 0.67 2.49 2.16
```

Here are the Löwdin charges for atoms 1 to 5, given in e:
1 C -0.169
2 C -0.582
3 S 0.381
4 S 0.299
5 H 0.068

***

2.
Molecular formula: C2H10O3
Method: DFT, ωB97M-V/def2-TZVPD

**HOMO level**: -10.7 eV
**Structure (SMILES)**: C=C.O.O.O
**Total energy**: -8377.0478 eV
**Gap between HOMO and LUMO**: 0.41022 hartree
**ΔE to the lowest compared entry with this formula, charge and spin**: 1.5046 eV

Geometry as XYZ:
```
15
C2H10O3 (ωB97M-V/def2-TZVPD)
C -1.23 1.00 -1.30
C -1.76 1.33 -0.14
H -1.81 1.20 -2.19
H -0.53 0.16 -1.34
H -2.70 1.89 -0.11
H -1.62 0.97 0.87
O 1.88 -1.64 0.59
H 2.61 -1.16 0.16
H 1.39 -1.05 1.17
O -0.77 -2.41 0.41
H 0.19 -2.30 0.38
H -1.22 -1.60 0.65
O 2.02 1.10 0.72
H 1.76 0.60 -0.09
H 1.79 1.91 0.23
```

Here are the Löwdin charges for atoms 1 to 5, given in e:
1 C -0.077
2 C -0.084
3 H 0.052
4 H 0.040
5 H 0.048

***

3.
Molecular formula: C2H10O3
Method: DFT, ωB97M-V/def2-TZVPD

**HOMO level**: -10.8 eV
**Structure (SMILES)**: CCO.O.O
**Total energy**: -8377.7421 eV
**Gap between HOMO and LUMO**: 0.42007 hartree
**ΔE to the lowest compared entry with this formula, charge and spin**: 0.8102 eV

Geometry as XYZ:
```
15
C2H10O3 (ωB97M-V/def2-TZVPD)
C 1.20 0.78 1.47
C 1.76 0.39 0.20
O 1.65 -1.10 0.08
H 1.69 0.39 2.35
H 1.23 1.87 1.58
H 0.15 0.45 1.58
H 2.74 0.69 -0.10
H 1.06 0.83 -0.46
H 2.39 -1.55 -0.25
O 0.08 -3.22 -1.32
H 0.35 -2.94 -0.39
H 0.48 -2.56 -1.91
O -4.84 2.34 -1.16
H -4.93 1.44 -1.50
H -5.01 2.19 -0.17
```

Here are the Löwdin charges for atoms 1 to 5, given in e:
1 C -0.122
2 C -0.265
3 O -0.089
4 H 0.075
5 H 0.090

***

4.
Molecular formula: C2H10O4
Method: DFT, ωB97M-V/def2-TZVPD

**HOMO level**: -9.0 eV
**Structure (SMILES)**: C=CO.O.O.O
**Total energy**: -10425.1587 eV
**Gap between HOMO and LUMO**: 0.35371 hartree
**ΔE to the lowest compared entry with this formula, charge and spin**: 1.0340 eV

Geometry as XYZ:
```
16
C2H10O4 (ωB97M-V/def2-TZVPD)
C 0.11 -1.06 2.15
C 0.17 -1.64 0.94
O -0.21 -0.90 -0.14
H 0.76 -1.29 2.99
H -0.45 -0.14 2.17
H 0.51 -2.66 0.80
H -0.14 -1.46 -0.91
O -0.63 -0.76 -2.93
H -1.04 0.06 -2.61
H 0.15 -0.38 -3.36
O -1.24 1.94 -0.09
H -0.70 1.15 -0.26
H -2.15 1.70 0.03
O 1.74 1.77 0.02
H 2.19 1.47 0.81
H 0.95 2.20 0.39
```

Here are the Löwdin charges for atoms 1 to 5, given in e:
1 C 0.005
2 C -0.252
3 O -0.042
4 H 0.048
5 H 0.050

***

5.
Molecular formula: C2H10O4
Method: DFT, ωB97M-V/def2-TZVPD

**HOMO level**: -10.4 eV
**Structure (SMILES)**: CC=O.O.O.O
**Total energy**: -10425.9090 eV
**Gap between HOMO and LUMO**: 0.40933 hartree
**ΔE to the lowest compared entry with this formula, charge and spin**: 0.2837 eV

Geometry as XYZ:
```
16
C2H10O4 (ωB97M-V/def2-TZVPD)
C 2.73 -2.41 0.16
C 1.55 -1.64 0.69
O 1.04 -0.70 0.14
H 3.17 -1.91 -0.71
H 3.45 -2.47 0.97
H 2.41 -3.41 -0.14
H 1.17 -1.96 1.68
O -0.48 -0.55 -2.30
H 0.12 -0.81 -1.58
H -1.26 -1.11 -2.19
O -1.47 1.30 -0.01
H -1.19 1.08 -0.91
H -2.43 1.28 -0.05
O -2.44 3.38 1.58
H -2.01 3.90 2.27
H -1.71 3.02 1.05
```

Here are the Löwdin charges for atoms 1 to 5, given in e:
1 C -0.044
2 C -0.292
3 O 0.030
4 H 0.085
5 H 0.081

***

6.
Molecular formula: C2H10O4
Method: DFT, ωB97M-V/def2-TZVPD

**HOMO level**: -8.8 eV
**Structure (SMILES)**: C=CO.O.O.O
**Total energy**: -10424.6949 eV
**Gap between HOMO and LUMO**: 0.33380 hartree
**ΔE to the lowest compared entry with this formula, charge and spin**: 1.4978 eV

Geometry as XYZ:
```
16
C2H10O4 (ωB97M-V/def2-TZVPD)
C 1.57 0.18 2.05
C 0.56 1.01 1.72
O 0.60 1.84 0.57
H 1.66 -0.29 2.93
H 2.56 0.12 1.50
H -0.29 1.16 2.30
H 1.01 1.47 -0.18
O 0.14 0.85 -1.90
H -0.79 0.56 -1.77
H 0.40 0.61 -2.76
O -0.10 -2.43 -1.90
H 0.76 -2.39 -1.32
H -0.17 -3.29 -2.30
O -2.29 -0.62 0.55
H -3.07 -1.00 0.14
H -1.63 -1.25 0.24
```

Here are the Löwdin charges for atoms 1 to 5, given in e:
1 C 0.003
2 C -0.207
3 O -0.034
4 H -0.010
5 H 0.082

***

7.
Molecular formula: C2H10O5
Method: DFT, ωB97M-V/def2-TZVPD

**HOMO level**: -10.4 eV
**Structure (SMILES)**: CC(=O)O.O.O.O
**Total energy**: -12474.0896 eV
**Gap between HOMO and LUMO**: 0.40330 hartree
**ΔE to the lowest compared entry with this formula, charge and spin**: 0.7501 eV

Geometry as XYZ:
```
17
C2H10O5 (ωB97M-V/def2-TZVPD)
C -0.19 2.48 -0.59
C 0.35 1.20 -1.11
O 0.50 0.17 -0.48
O 0.61 1.24 -2.41
H -0.77 3.00 -1.33
H 0.55 3.09 -0.07
H -0.91 2.29 0.20
H 1.08 0.48 -2.81
O 0.42 -3.29 1.48
H 0.09 -2.46 1.12
H 0.50 -3.10 2.42
O -2.49 -0.46 3.40
H -2.79 -1.02 4.13
H -2.09 0.26 3.90
O 1.89 -1.12 -2.96
H 2.21 -1.22 -2.05
H 1.03 -1.56 -2.84
```

Here are the Löwdin charges for atoms 1 to 5, given in e:
1 C 0.009
2 C -0.585
3 O 0.066
4 O 0.090
5 H 0.087

***

8.
Molecular formula: C2H11N2
Method: DFT, ωB97M-V/def2-TZVPD

**HOMO level**: -15.7 eV
**Total energy**: -5226.0100 eV
**Gap between HOMO and LUMO**: 0.45630 hartree
**ΔE to the lowest compared entry with this formula, charge and spin**: 0.9353 eV
**Charge**: +1

Geometry as XYZ:
```
15
C2H11N2 (ωB97M-V/def2-TZVPD)
N -2.04 -1.54 0.49
H -2.16 -2.24 1.22
H -2.96 -1.13 0.40
H -1.79 -2.05 -0.35
H 0.95 -0.49 1.19
C 1.74 1.26 -0.82
C 0.43 0.55 -0.63
N 0.18 0.06 0.80
H 2.02 1.27 -1.88
H 2.58 0.70 -0.41
H 1.70 2.29 -0.45
H 0.29 -0.36 -1.23
H -0.46 1.13 -0.93
H 0.24 0.99 1.22
H -0.56 -0.73 0.65
```

Here are the Löwdin charges for atoms 1 to 5, given in e:
1 N 0.049
2 H 0.064
3 H 0.065
4 H 0.062
5 H 0.155

***

9.
Molecular formula: C2H11N2O
Method: DFT, ωB97M-V/def2-TZVPD

**HOMO level**: -14.2 eV
**Total energy**: -7272.8886 eV
**Gap between HOMO and LUMO**: 0.40601 hartree
**ΔE to the lowest compared entry with this formula, charge and spin**: 1.3869 eV
**Charge**: +1

Geometry as XYZ:
```
16
C2H11N2O (ωB97M-V/def2-TZVPD)
C -2.13 -0.99 1.24
N -1.30 -1.19 0.04
H -3.10 -1.47 1.37
H -1.62 -1.42 2.13
H -2.31 0.09 1.43
H -1.96 -1.51 -0.67
H -0.65 -1.95 0.19
H 0.07 0.17 -0.27
N 0.53 1.11 -0.28
C 1.82 0.97 -1.21
O 2.79 0.89 -0.24
H 0.79 1.41 0.65
H -0.10 1.82 -0.65
H 1.75 0.04 -1.73
H 1.98 1.83 -1.89
H 3.44 0.20 -0.12
```

Here are the Löwdin charges for atoms 1 to 5, given in e:
1 C -0.174
2 N -0.082
3 H 0.077
4 H 0.084
5 H 0.074

***

10.
Molecular formula: C2H11N2O2
Method: DFT, ωB97M-V/def2-TZVPD

**HOMO level**: -14.9 eV
**Total energy**: -9322.1321 eV
**Gap between HOMO and LUMO**: 0.43467 hartree
**ΔE to the lowest compared entry with this formula, charge and spin**: 0.1743 eV
**Charge**: +1

Geometry as XYZ:
```
17
C2H11N2O2 (ωB97M-V/def2-TZVPD)
C -1.65 -0.58 2.12
N -0.89 -0.67 0.89
C -1.24 -1.35 -0.15
N -0.67 -1.24 -1.33
H -2.08 0.41 2.29
H -2.49 -1.26 2.09
H -1.00 -0.88 2.96
H -0.13 0.01 0.77
H -2.08 -2.04 -0.03
H -0.14 -0.43 -1.61
H -0.85 -1.93 -2.04
H 3.76 1.73 -2.29
H 3.81 1.62 -0.80
O 3.18 1.73 -1.52
H 0.09 1.97 -0.45
H 1.57 1.55 -0.74
O 0.79 1.38 -0.17
```

Here are the Löwdin charges for atoms 1 to 5, given in e:
1 C -0.022
2 N 0.023
3 C -0.144
4 N 0.187
5 H 0.103

***

Number 1: LUMO level 0.3 eV. Number 2: LUMO level 0.4 eV. Number 3: LUMO level 0.7 eV. Number 4: LUMO level 0.6 eV. Number 5: LUMO level 0.7 eV. Number 6: LUMO level 0.3 eV. Number 7: LUMO level 0.6 eV. Number 8: LUMO level -3.2 eV. Number 9: LUMO level -3.2 eV. Number 10: LUMO level -3.0 eV.